(1)
The following is a DFT calculation (ωB97M-V/def2-TZVPD) of a cluster of 9 separate species, C33H49FN9O3S in total.

E in eV: -68117.64320
M in g mol⁻¹: 670.88
HOMO-LUMO gap (spin up / spin down) in eV: 8.60 / 9.00
2S+1: 2
<S²>: 0.75

XYZ file:
```
96
Properties=species:S:1:pos:R:3:mulliken_spin:R:1
H -1.278 4.105 2.579 -0.002
H -2.081 0.822 1.216 -0.001
H -3.780 -5.967 0.290 0.000
H 5.227 5.425 -4.673 0.000
C 1.600 1.858 -0.482 0.012
H 2.992 -9.285 2.851 0.000
H 1.066 -5.644 1.754 0.000
H -1.675 1.515 2.775 0.000
H 3.680 3.747 -8.055 0.000
H -6.594 4.435 -0.047 0.000
C -5.550 4.047 1.744 0.000
H -2.911 2.315 1.806 -0.002
C 1.420 1.337 0.972 -0.021
H 3.161 -7.747 2.010 0.000
N -5.511 3.688 2.834 0.000
H 1.798 -4.969 3.244 0.000
H 1.046 3.372 1.737 0.000
C 0.376 2.658 -1.054 0.013
H -0.204 -0.020 0.437 -0.013
N -5.754 8.223 5.931 0.000
O 4.067 0.833 1.114 0.000
C 0.166 2.194 -2.517 0.018
C 1.486 -1.294 0.885 0.004
C 1.088 -2.381 1.643 0.000
H -5.750 5.465 4.375 0.000
H 1.625 4.265 -1.821 0.000
O 3.250 2.684 2.334 0.000
C 3.954 4.361 -3.376 -0.001
C -0.853 2.649 1.102 0.027
C 2.596 -8.679 2.037 0.000
C 0.773 4.155 -1.136 0.040
C -2.453 -4.475 0.969 0.000
C -1.978 -9.443 -0.159 0.000
C 0.077 -3.211 -2.884 0.000
C 0.540 2.404 1.724 0.022
H 2.908 -0.691 -0.610 0.000
H -6.166 5.084 6.036 0.000
H 0.263 -2.246 2.340 0.000
C 3.313 5.414 -6.816 0.000
C -6.346 5.788 5.224 0.000
H 1.146 4.468 -0.154 -0.005
C -2.119 -8.751 -1.431 0.000
H 1.127 2.344 -3.012 0.001
H -0.580 2.791 -3.042 0.001
H -7.395 5.702 4.942 0.000
N -2.234 -8.198 -2.431 0.000
C -6.015 7.149 5.621 0.000
H -2.104 -6.202 -0.189 0.000
C -1.247 4.100 1.480 0.030
H 3.270 -4.747 0.622 0.000
H -2.253 4.350 1.144 -0.005
F 2.736 0.504 3.188 0.000
H 2.440 2.562 -0.467 -0.002
C 1.176 -8.425 2.216 0.000
N 0.056 -8.218 2.358 0.000
H 2.786 -9.210 1.104 0.000
N 1.344 -0.940 -2.979 -0.001
N -2.221 -3.384 1.243 0.000
H 2.012 3.909 -7.516 0.000
C 0.666 -0.008 1.100 0.020
H -0.038 1.121 -2.564 -0.020
H 0.432 2.093 2.768 0.001
H -0.245 -3.538 -3.872 0.000
C 1.151 -4.755 2.388 0.000
C 3.050 4.039 -7.215 0.000
N 3.175 3.539 -3.181 0.000
C -1.968 1.769 1.749 0.016
C 3.163 -2.714 -0.059 0.000
C -5.585 4.494 0.360 -0.001
H 0.142 -4.503 2.726 0.000
H 5.837 5.257 -3.034 0.000
H -4.935 3.881 -0.265 0.001
H -0.070 4.766 -1.465 -0.005
H -1.228 -8.964 0.470 0.000
C 0.779 -1.939 -2.954 0.000
C -2.747 -5.856 0.619 0.000
H -5.251 5.528 0.273 0.000
C 1.690 -3.607 1.543 0.000
C 4.934 5.404 -3.626 0.000
H 1.865 1.073 -1.193 0.002
N 3.521 6.496 -6.494 0.000
H 4.012 -2.866 -0.722 0.000
S 2.994 1.356 1.886 -0.001
H -1.677 -10.480 -0.300 0.000
H 0.304 -0.069 2.132 0.000
H -0.807 -3.136 -2.252 0.000
C 2.540 -1.497 0.013 0.000
H -0.489 4.832 1.197 -0.003
H -2.915 -9.449 0.396 0.000
C 2.760 -3.790 0.692 0.000
N -0.905 2.395 -0.354 0.320
O -1.905 2.977 -0.913 0.554
H -2.594 -6.517 1.473 0.000
H 4.539 6.388 -3.380 0.000
H 0.719 -3.987 -2.467 0.000
H 3.246 3.348 -6.394 0.000
```

***

(2)
The following is a DFT calculation (ωB97M-V/def2-TZVPD) of a structure of composition C33H50BaN7O2.

E in eV: -50251.38818
Charge: +1
M in g mol⁻¹: 714.14
HOMO-LUMO gap in eV: 8.71

XYZ file:
```
93
Properties=species:S:1:pos:R:3:lowdin_charge:R:1
C -4.521 1.395 2.391 -0.039
H 1.115 -3.418 -0.761 0.118
Ba 0.560 1.054 -0.306 1.877
H 1.388 -3.094 0.924 0.109
C 0.034 -1.337 2.509 -0.196
C 1.997 0.277 -5.073 -0.033
H 4.004 -0.649 2.074 0.130
H -0.385 -3.065 -2.596 0.071
H 2.289 -0.251 3.720 0.126
H -2.288 6.185 -0.247 0.125
H 0.169 0.671 2.930 0.110
C 2.588 3.213 0.111 -0.629
C -0.529 4.650 -1.105 -0.261
H 1.707 5.721 -1.334 0.124
H 2.499 -1.579 -1.478 0.115
H -4.914 -1.366 -1.527 0.081
N 0.041 -1.776 0.032 -0.145
H -1.650 7.501 1.814 0.117
H -3.971 2.543 -2.677 0.099
C -4.528 -0.623 0.466 -0.214
H 3.488 -0.081 -0.054 0.107
H -1.630 -1.249 1.132 0.093
H 1.139 -2.989 -5.054 0.118
H 1.098 7.378 -1.344 0.130
C -1.332 6.698 -0.150 -0.133
H 1.327 2.480 -2.889 0.028
C -2.054 0.557 -2.952 -0.282
H -3.125 1.308 -4.637 0.098
N -0.745 3.530 -1.316 0.119
H -1.970 0.024 -5.032 0.092
H -0.933 5.891 1.798 0.115
C 1.035 0.789 -4.213 -0.206
H -1.568 2.072 1.284 0.020
C 2.961 -0.829 1.798 -0.196
H 2.481 7.055 0.671 0.120
H 1.553 5.620 1.116 0.095
O 2.684 2.466 -0.894 -0.267
H -4.758 1.928 -1.207 0.091
C -2.693 0.366 -4.295 0.013
C -5.441 -0.637 1.516 -0.037
C 1.113 -1.932 -4.813 -0.046
H 2.388 1.103 2.580 0.106
H -6.154 -1.449 1.581 0.115
H -2.639 3.099 0.351 0.059
H -2.625 3.211 2.122 0.087
H -1.738 -1.985 -2.936 0.061
C 0.480 7.471 1.397 -0.191
H 2.776 -1.877 2.042 0.106
C -2.560 2.529 1.277 -0.039
C -3.590 1.439 1.360 -0.217
H -0.581 -1.931 -0.750 0.067
C -4.229 1.645 -2.112 0.009
H -5.149 -2.549 -0.246 0.083
C 1.063 6.425 -0.809 -0.124
H 2.802 -1.460 -6.041 0.109
H -3.511 -0.356 -4.232 0.099
H -0.672 -1.345 3.343 0.128
H -4.903 1.053 -2.735 0.095
N -0.823 0.409 -2.692 0.022
C -5.446 0.367 2.470 -0.069
H 1.653 2.803 -4.579 0.088
C 2.091 0.057 2.684 -0.209
C -2.977 0.879 -1.801 -0.278
H -3.515 -2.091 -0.746 0.069
H 3.339 4.022 0.216 0.130
N -2.659 0.399 -0.667 0.139
C 1.487 6.604 0.643 -0.175
H 2.716 0.955 -5.516 0.117
C 0.991 2.262 -3.906 -0.040
H 0.779 7.570 2.441 0.114
C 1.244 -2.604 -0.041 -0.200
C -4.525 -1.717 -0.567 -0.026
N -0.321 5.926 -0.891 -0.078
C -3.615 0.434 0.392 -0.234
C -0.856 -2.452 -3.371 -0.023
C 0.098 -0.094 -3.657 -0.230
C 2.045 -1.077 -5.370 -0.066
H -4.514 2.177 3.141 0.114
O 1.707 3.115 0.998 -0.243
C 2.531 -1.863 -0.422 -0.207
N 0.657 -0.016 2.370 -0.152
C -0.921 6.868 1.306 -0.174
H -0.015 2.669 -4.010 0.076
H 3.343 -2.594 -0.301 0.125
C 0.126 -1.462 -3.951 -0.213
N 2.761 -0.651 0.360 -0.157
H -1.422 7.671 -0.639 0.130
H 0.805 -2.062 2.778 0.107
H -1.194 -3.143 -4.144 0.093
H -1.029 -2.868 1.519 0.127
H -6.166 0.345 3.278 0.108
H 0.468 8.481 0.974 0.118
C -0.722 -1.839 1.279 -0.210
```

***

(3)
The following is a DFT calculation (ωB97M-V/def2-TZVPD) of a structure of composition C33H50Cl2IrP2.

E in eV: -81488.53070
M in g mol⁻¹: 771.83
HOMO-LUMO gap (spin up / spin down) in eV: 6.56 / 4.70
2S+1: 6
<S²>: 8.79

XYZ file:
```
88
Properties=species:S:1:pos:R:3:mulliken_spin:R:1
C -2.654 0.850 -4.796 0.000
C -1.341 0.293 -4.232 0.000
H -1.312 -0.466 9.436 0.000
Cl 1.516 -0.467 1.407 0.273
H -2.050 4.062 4.570 0.008
H 0.936 1.885 -3.141 -0.001
C 1.535 -0.154 -2.725 0.005
H -2.320 -0.548 -2.519 0.003
C -3.029 2.080 -2.556 -0.004
H -1.802 1.321 -0.960 -0.006
H 1.020 -3.395 -1.159 0.000
H 1.731 -5.363 -2.417 0.000
C -0.635 -1.545 4.345 0.069
H -1.761 -4.493 -3.968 0.000
C 0.917 -4.762 -2.837 -0.001
H 3.292 -0.249 -5.712 0.000
C -0.197 -2.472 -2.681 0.000
C 1.823 -1.367 8.423 0.002
H 1.085 -4.719 -3.923 0.000
C 3.081 1.836 -2.909 0.001
C -0.851 5.437 1.662 0.201
C -0.841 3.001 3.117 -0.120
H -1.069 -1.533 3.308 0.037
C -1.639 -4.561 -2.878 0.000
H 1.463 1.615 -1.468 -0.005
C 1.674 1.358 -2.516 0.002
H -2.372 -2.542 -2.658 -0.001
H 2.303 -0.661 -2.106 0.002
H -2.031 6.213 3.306 -0.003
H 3.923 -0.709 -4.130 0.000
H -3.431 0.081 -4.691 0.000
C 0.568 -0.373 6.578 0.108
C 0.745 -1.120 9.280 0.008
H -1.604 -3.181 -1.205 -0.002
H -2.457 2.968 -4.429 0.000
C -0.911 1.694 3.768 0.831
C -1.456 0.111 -2.722 0.002
H -1.489 1.633 4.712 0.049
H -0.172 -2.291 -3.771 0.002
H 0.324 4.382 0.193 0.001
H -1.092 -0.651 -4.738 0.000
C -3.098 2.142 -4.092 0.000
H 0.108 -2.342 4.427 0.005
H -3.869 1.477 -2.176 0.001
P 0.346 0.023 4.753 0.650
Cl -1.757 -0.312 0.870 0.329
H -0.467 -5.757 -1.515 0.000
H -0.490 -6.372 -3.166 0.000
C -1.722 1.468 -2.045 0.003
H -2.527 1.044 -5.869 0.000
H 2.360 1.364 5.008 0.009
H 0.373 2.265 1.473 0.034
H 0.826 -1.378 10.336 0.000
H 1.942 -2.877 -2.570 -0.001
C 1.706 -1.061 7.062 0.007
C -0.445 -0.581 8.781 0.004
H -0.844 6.389 1.125 0.013
C -0.427 -5.453 -2.569 0.000
H -4.122 2.393 -4.398 0.000
C 3.184 -0.073 -4.635 0.001
H 2.940 2.032 -5.049 0.000
H -1.488 -1.650 5.028 -0.001
H -3.140 3.088 -2.135 0.000
H -1.494 0.066 7.012 -0.005
H 2.477 -1.392 6.361 0.001
C -1.523 -3.140 -2.302 0.002
H -0.878 2.152 -2.222 0.002
C -0.541 -0.247 7.431 0.015
P -0.038 -0.786 -1.888 0.041
C -0.189 4.314 1.150 -0.097
C 3.479 1.402 -4.328 0.000
H -0.533 1.008 -4.446 0.000
Ir -0.378 0.213 2.601 2.088
C 0.996 -3.340 -2.259 0.000
C -1.529 4.145 3.617 0.188
C -0.155 3.132 1.885 0.265
H 2.717 -0.298 4.508 0.027
H 3.117 2.930 -2.835 0.000
H 1.043 -0.009 -4.830 0.000
C 2.046 0.545 4.349 0.073
C -1.527 5.336 2.896 -0.094
H 2.115 0.879 3.310 -0.022
C 1.783 -0.515 -4.197 -0.001
H 3.802 1.433 -2.185 0.000
H 4.547 1.598 -4.481 0.000
H 2.741 -1.830 8.809 0.001
H -2.550 -5.028 -2.485 0.000
H 1.663 -1.593 -4.374 0.000
```

***

(4)
The following is a DFT calculation (ωB97M-V/def2-TZVPD) of a structure of composition C33H50Cl3GeNO3RbS3SeSi.

E in eV: -243140.43487
Charge: -2
M in g mol⁻¹: 976.45
HOMO-LUMO gap in eV: 5.59
2S+1: 2
<S²>: 0.75

XYZ file:
```
97
Properties=species:S:1:pos:R:3:mulliken_spin:R:1
H 2.348 3.484 -4.039 0.001
C -3.573 -5.773 0.786 0.000
H -0.229 4.760 1.765 0.001
C 3.163 1.803 -2.947 0.233
H 4.789 -2.229 -3.310 0.000
H -0.954 -0.917 2.825 0.001
C -1.969 -4.017 1.129 -0.001
Si 2.703 -0.051 -2.518 0.035
H -4.286 4.186 -2.237 0.001
C -4.495 -5.053 1.534 0.000
C 4.540 1.923 -3.614 0.058
H 6.050 -1.947 -2.106 0.002
C 5.212 -1.480 -2.639 0.041
H -3.585 2.885 2.580 0.000
C -3.617 4.695 1.408 0.000
C 2.118 2.422 -3.885 0.055
H -3.035 -3.696 4.506 0.000
H 2.909 -2.973 -3.596 0.008
C -0.824 -4.110 -5.393 0.000
O -1.127 -1.702 2.282 0.003
H -4.303 5.249 2.053 0.000
H -2.856 0.463 3.547 0.000
H 2.838 0.206 -5.643 0.002
S -4.687 4.067 0.068 0.000
H -3.269 1.033 5.906 0.000
H 5.409 0.755 -1.090 0.002
H 1.118 2.361 -3.452 -0.004
H -2.929 5.418 0.973 0.000
Cl 4.038 -0.775 3.364 0.000
H 3.091 -2.883 -1.469 -0.003
S -0.891 3.478 -1.766 0.017
H 2.108 1.945 -4.865 0.008
C 3.624 -2.176 -0.837 0.166
C -2.984 -0.327 4.280 0.000
C -3.390 -1.016 6.542 0.000
C -0.558 4.595 -0.361 -0.002
C -2.309 -5.245 0.581 0.000
H 4.604 1.317 -4.521 -0.007
C 0.551 -0.571 -4.336 0.152
O -4.598 -0.877 1.699 0.000
H -0.105 -0.781 -3.489 -0.033
H -1.354 5.338 -0.334 0.000
H -3.458 -3.134 6.865 0.000
H 0.491 0.494 -4.566 -0.010
C 3.146 2.643 -1.660 0.102
C -2.919 -1.655 3.861 0.000
S -1.507 2.730 1.576 -0.002
Rb -0.398 -0.558 0.070 -0.117
H 0.351 5.111 -0.679 0.000
C 1.988 -1.032 -4.042 0.111
N -0.187 -4.321 -6.346 0.000
C -4.158 -3.827 2.082 0.000
C -3.596 4.148 -1.395 0.001
C 2.843 -0.832 -5.304 0.060
H -3.082 5.109 -1.354 0.000
H 2.438 -1.449 -6.112 0.006
C 4.879 -0.069 -0.610 0.051
H 2.153 2.616 -1.203 -0.029
H 4.727 2.967 -3.895 0.004
H 1.299 -2.742 -2.874 -0.009
H 2.946 -1.840 -0.048 -0.066
C -3.327 -2.340 6.139 0.000
H 3.861 2.288 -0.919 0.002
C -2.882 -3.293 1.891 0.000
C -3.091 -2.658 4.808 0.000
H 4.452 -2.709 -0.355 0.001
H 3.883 -1.130 -5.146 -0.007
C -0.314 3.972 1.010 0.005
H 5.341 1.617 -2.940 0.002
H -2.846 2.373 -2.412 0.001
H -4.894 -3.258 2.632 0.000
C -3.383 -0.881 1.496 0.002
C 1.920 -2.536 -3.748 0.070
H 5.620 -0.657 -0.056 0.000
Se -1.806 -3.778 -3.937 0.000
H -0.977 -3.620 0.958 0.000
C -2.893 3.673 2.276 0.000
C 4.173 -0.977 -1.625 0.123
H 4.176 0.340 0.117 -0.026
H -5.493 -5.448 1.684 0.000
H -2.527 4.178 3.175 0.000
O -2.683 -0.191 0.722 -0.004
H -1.584 -5.785 -0.015 0.000
H 0.160 -1.130 -5.190 0.002
Cl 0.807 -0.104 4.452 0.000
Cl 1.769 0.873 1.345 -0.007
H 3.389 3.686 -1.898 -0.001
H -2.681 2.317 -0.671 0.001
Ge 1.860 -1.067 2.651 0.001
H 5.614 -0.667 -3.247 -0.004
C -2.625 2.974 -1.528 0.000
H 0.619 3.406 0.999 -0.003
H -3.564 -0.771 7.584 0.000
C -2.544 -1.927 2.409 -0.001
H 1.459 -3.054 -4.594 0.007
C -3.218 -0.007 5.606 0.000
H -3.844 -6.728 0.353 0.000
```

***

(5)
The following is a DFT calculation (ωB97M-V/def2-TZVPD) of a structure of composition C33H50ClPTl.

E in eV: -61535.22070
Charge: -1
M in g mol⁻¹: 717.57
HOMO-LUMO gap in eV: 3.68

XYZ file:
```
86
Properties=species:S:1:pos:R:3:lowdin_charge:R:1
H -2.855 -1.738 1.796 0.108
H -2.455 -0.843 -4.796 0.114
H -0.346 5.407 -3.241 0.106
H -0.257 -4.048 4.328 0.104
C 0.051 -1.819 -2.666 -0.200
Cl 1.248 3.293 1.079 -0.285
H -2.581 4.630 -3.651 0.105
C 0.175 -0.441 6.277 -0.270
H 0.852 -2.371 2.909 0.054
H -1.158 -0.639 0.476 -0.035
H -2.566 -3.218 3.985 0.102
C -0.818 2.379 -1.660 -0.392
H -1.862 1.002 8.617 0.092
H 2.157 -0.060 -3.359 0.097
H -1.119 1.114 -4.140 0.083
C -0.616 -3.868 3.314 -0.203
C 0.036 0.022 9.023 -0.138
C 3.929 0.067 -0.566 -0.185
H 4.481 -0.737 -0.070 0.111
H -0.013 0.226 10.099 0.085
C 0.502 -3.299 2.425 -0.214
H 0.744 -2.880 0.282 0.082
H 3.821 2.329 -2.442 0.118
C -0.019 -3.016 1.054 -0.105
C 0.489 -0.384 3.650 -0.339
H -2.685 5.735 -2.292 0.105
C -2.984 3.660 -1.773 -0.197
H -1.484 -2.913 -5.605 0.104
C -0.822 -2.245 -5.045 -0.202
H 0.059 -2.248 -1.654 0.085
C 1.135 -0.662 8.494 -0.121
C -1.345 -2.870 0.780 -0.141
H -0.498 5.162 -1.505 0.113
H 2.071 -1.391 6.673 0.107
H 0.135 -2.248 -5.581 0.110
H 2.023 -0.440 0.361 0.080
C -0.600 -2.810 -3.634 -0.191
H -1.563 -3.128 -3.214 0.112
C -2.304 4.754 -2.598 -0.206
H 5.558 0.762 -1.814 0.104
H -1.697 -2.737 -0.257 0.088
H -0.649 2.786 -0.649 0.051
H -0.252 3.025 -3.658 0.101
C 0.341 -0.564 4.882 -0.210
C -1.393 -0.823 -5.071 -0.199
C -2.316 2.301 -1.976 -0.212
C -0.135 3.359 -2.619 -0.201
H 1.105 -1.683 -2.947 0.099
H 1.366 -3.978 2.389 0.107
C -0.782 0.368 0.278 -0.386
C -0.945 0.234 6.825 -0.046
H 4.113 1.304 -3.840 0.106
C -2.371 -2.727 1.875 -0.195
C 2.257 0.908 -2.849 -0.211
C 4.553 0.350 -1.937 -0.201
C 2.445 -0.305 -0.647 -0.199
H -2.821 1.525 -1.390 0.105
H -3.192 -3.448 1.735 0.099
H 0.941 3.429 -2.414 0.103
H -4.039 3.586 -2.051 0.105
H -0.957 -4.825 2.907 0.105
P -0.133 0.679 -1.354 1.013
H -1.578 1.111 0.505 0.003
C 3.730 1.301 -2.814 -0.195
H 4.674 -0.595 -2.479 0.108
C -0.663 0.117 -4.111 -0.201
C -0.774 4.747 -2.481 -0.192
C -0.680 -0.471 -2.689 -0.362
Tl 0.548 1.145 2.195 0.421
H 4.035 0.959 0.065 0.120
H -2.954 3.933 -0.714 0.119
H 2.328 -1.272 -1.161 0.103
C 1.706 0.796 -1.417 -0.390
C -1.777 -2.886 3.300 -0.201
H -1.731 0.589 6.151 0.109
H 1.691 1.641 -3.441 0.091
H -1.422 -1.910 3.659 0.074
H 1.955 -1.014 9.133 0.094
C 1.210 -0.895 7.126 -0.059
H -1.735 -0.654 -2.420 0.126
H 1.887 1.748 -0.883 0.049
C -1.005 0.467 8.196 -0.116
H -2.462 2.027 -3.028 0.101
H -1.336 -0.414 -6.086 0.108
H 0.371 0.248 -4.458 0.102
H 0.025 -3.708 -3.695 0.110
```

***

Per-record F_max, eV Å⁻¹: 2.47 0.54 5.00 2.12 4.88